Entry 1:
Density functional theory data (ωB97M-V with the def2-TZVPD basis set) for a structure of composition C34H41ClGeI2N3O2RuS2Si.

Output
multiplicity	2
frontier orbital gap (spin up / spin down)	0.2746 / 0.2603	hartree
highest occupied orbital energy (spin up / spin down)	-7.434 / -7.382	eV
charge	0

```
88
C34H41ClGeI2N3O2RuS2Si | the Open Molecules 2025 dataset | ωB97M-V with the def2-TZVPD basis set
C 4.327 -2.238 -2.017
C 0.898 2.203 5.482
O 1.019 -1.361 0.254
C -3.778 3.009 0.624
H 5.097 -3.457 -3.597
C -4.044 -2.791 0.395
H 0.984 3.267 -3.442
H 3.533 4.058 -0.324
C 0.814 2.367 1.886
H 5.251 -2.223 -1.456
H -5.922 -1.839 -0.010
H 2.161 0.679 1.884
H -5.589 -2.058 1.711
C 1.423 -3.890 -6.491
C 1.987 1.692 1.546
I 0.649 1.461 -1.532
C 0.389 3.765 7.235
C 3.221 -1.576 -1.544
C 2.776 3.588 0.291
H -3.906 3.295 -0.414
N -3.431 -2.367 -0.857
H 4.510 -5.739 -4.712
H 1.470 5.293 0.275
H 1.109 -2.873 -6.729
H 4.102 -2.070 -6.844
H -3.319 1.978 4.309
H 0.624 -4.360 -5.916
H -4.434 -3.797 0.256
C 0.345 -1.130 2.522
C -0.250 2.572 4.776
I 1.825 1.210 -4.891
C -4.856 3.058 1.499
O -0.842 -0.228 0.634
H -3.281 -2.828 1.180
C -1.061 3.562 5.325
C 0.656 3.675 1.422
C -2.334 2.226 2.409
H 2.577 2.727 -2.844
H -0.203 -0.375 4.469
C -3.432 2.271 3.270
C 1.967 -2.270 -3.386
H -3.439 0.790 -0.552
Ru 0.063 -1.285 -1.743
H -5.313 0.355 0.899
H 3.218 -1.013 -0.622
Si 3.051 -3.924 -5.587
C -4.543 -0.409 0.818
C 2.961 2.297 0.761
C -2.531 2.596 1.078
H -5.827 3.389 1.150
H 2.802 -6.155 -4.551
C 1.219 2.789 6.697
H 1.404 -1.004 2.749
N 2.077 -1.575 -2.239
C -4.681 2.685 2.824
H 1.566 1.448 5.076
H -3.885 -0.314 1.684
H -1.944 3.899 4.794
S -2.174 -0.621 -2.448
C -0.528 -0.269 3.431
H 3.601 -6.282 -6.124
H 1.541 -4.438 -7.431
C 3.041 -2.976 -3.954
C 3.538 -5.688 -5.208
C 1.595 2.415 -3.177
C 0.145 -0.888 1.042
H -1.702 2.560 0.383
H -2.793 -3.013 -1.310
H 3.864 1.752 0.512
N -3.769 -0.148 -0.390
C 4.221 -2.930 -3.228
H 4.469 -3.621 -7.609
H -1.393 4.923 6.951
C -3.181 -1.092 -1.113
H -1.563 -0.611 3.385
Cl -0.461 -3.489 -1.159
S 0.316 -2.166 -3.892
H -5.517 2.717 3.512
H 0.633 4.223 8.186
H 0.149 -2.198 2.667
C 1.619 4.279 0.626
H 2.116 2.488 7.224
Ge -0.582 1.660 3.063
C -5.140 -1.803 0.751
H -0.234 4.238 1.684
C 4.364 -3.112 -6.647
C -0.748 4.154 6.544
H 5.340 -3.121 -6.156
```

Per-atom Mulliken charges, elementary charge units: atom 1 (C): -1.279, atom 2 (C): -0.567, atom 3 (O): -0.702, atom 4 (C): -0.368, atom 5 (H): 0.307, atom 6 (C): -0.615, atom 7 (H): 0.487, atom 8 (H): 0.441, atom 9 (C): 0.205, atom 10 (H): 0.407, atom 11 (H): 0.347, atom 12 (H): -0.003, atom 13 (H): 0.383, atom 14 (C): -1.046, atom 15 (C): -0.039, atom 16 (I): 0.320, atom 17 (C): -0.459, atom 18 (C): -0.299, atom 19 (C): -0.567, atom 20 (H): 0.400, atom 21 (N): -0.073, atom 22 (H): 0.328, atom 23 (H): 0.413, atom 24 (H): 0.326, atom 25 (H): 0.312, atom 26 (H): 0.510, atom 27 (H): 0.326, atom 28 (H): 0.420, atom 29 (C): -0.842, atom 30 (C): -0.016, atom 31 (I): 0.098, atom 32 (C): -0.574, atom 33 (O): 0.246, atom 34 (H): 0.229, atom 35 (C): -0.092, atom 36 (C): -0.288, atom 37 (C): 0.011, atom 38 (H): 0.436, atom 39 (H): 0.647, atom 40 (C): -0.062, atom 41 (C): 0.868, atom 42 (H): -0.056, atom 43 (Ru): 0.021, atom 44 (H): 0.265, atom 45 (H): 0.366, atom 46 (Si): 0.146, atom 47 (C): 0.048, atom 48 (C): -0.514, atom 49 (C): -0.082, atom 50 (H): 0.389, atom 51 (H): 0.330, atom 52 (C): -0.723, atom 53 (H): 0.414, atom 54 (N): 0.077, atom 55 (C): -0.836, atom 56 (H): 0.329, atom 57 (H): -0.060, atom 58 (H): 0.379, atom 59 (S): -0.496, atom 60 (C): -1.062, atom 61 (H): 0.329, atom 62 (H): 0.333, atom 63 (C): 0.440, atom 64 (C): -1.078, atom 65 (C): -1.080, atom 66 (C): 0.346, atom 67 (H): 0.088, atom 68 (H): 0.239, atom 69 (H): 0.388, atom 70 (N): 0.059, atom 71 (C): -0.099, atom 72 (H): 0.335, atom 73 (H): 0.407, atom 74 (C): 0.354, atom 75 (H): 0.368, atom 76 (Cl): -0.505, atom 77 (S): -0.443, atom 78 (H): 0.408, atom 79 (H): 0.376, atom 80 (H): 0.446, atom 81 (C): -0.712, atom 82 (H): 0.405, atom 83 (Ge): 0.826, atom 84 (C): -0.728, atom 85 (H): 0.398, atom 86 (C): -1.044, atom 87 (C): -0.694, atom 88 (H): 0.330



Entry 2:
Density functional theory data (ωB97M-V with the def2-TZVPD basis set) for a cluster of 6 separate species, C34H41F15IN2O13S in total.

Output
frontier orbital gap	0.2555	hartree
highest occupied orbital energy	-11.642	eV
charge	+1

```
107
C34H41F15IN2O13S | the Open Molecules 2025 dataset | ωB97M-V with the def2-TZVPD basis set
C 4.676 1.833 1.329
F -6.685 4.201 4.546
C -4.910 4.828 -7.467
H -7.891 4.120 -1.424
C 3.277 0.605 -0.605
H 4.400 -1.696 -1.075
H -6.345 0.868 -5.889
H -1.127 6.776 3.661
H 8.848 -1.762 -1.530
C -8.649 3.214 0.362
F 3.583 -8.776 1.538
C 10.126 -4.478 -0.371
H 5.419 -1.740 0.425
H -8.352 3.162 -6.258
O 4.974 2.385 -0.123
H 10.484 -2.349 -1.766
H 6.023 -6.409 4.469
C -1.538 1.699 1.028
F -6.804 -0.327 -1.842
C 3.259 -1.489 0.734
C -6.153 3.940 -7.347
H -9.520 3.498 -1.606
C 7.049 -6.906 2.627
C 0.788 1.435 0.911
O 9.250 -3.486 -0.526
F -5.107 6.016 -6.874
H 7.933 -3.673 -2.850
H 7.919 -7.480 2.323
H -4.386 -0.094 1.401
C -2.279 0.355 1.121
C -2.745 5.644 4.520
F -6.746 6.271 3.958
I -1.529 -1.068 -0.329
C 1.512 0.128 1.205
H -3.981 0.310 -0.273
N -0.036 -0.533 3.097
C -6.281 5.068 3.606
H 7.196 -5.895 2.301
C 1.738 -1.956 2.437
O -7.968 2.105 -1.703
F -3.838 4.267 -6.887
F -4.593 5.066 -8.737
C -4.756 5.058 3.458
C -3.801 0.590 0.770
O 5.915 -7.494 1.944
O -0.284 1.762 1.729
H -7.587 2.704 -4.746
C 2.655 -0.252 0.470
C -7.251 1.294 -6.322
O 11.032 -4.723 -1.106
F 2.529 -6.917 1.284
F 10.126 -4.529 2.005
O -4.186 5.612 4.518
C 4.722 1.043 -0.092
O -9.897 0.997 -1.399
C 1.081 -0.770 2.220
C 0.355 0.183 4.023
O -6.307 3.535 -6.090
H -2.346 4.660 4.270
C 6.884 -6.986 4.132
C 9.828 -5.254 0.917
C 4.814 -6.777 1.916
F -6.882 4.725 2.466
S 0.888 1.182 5.081
C 3.717 -7.511 1.137
H 6.716 -8.018 4.443
F 10.528 -6.379 0.994
C -8.551 3.300 -1.146
H 9.064 -2.698 -3.813
H -2.192 2.449 1.504
C 4.468 -2.033 -0.035
H -2.278 -0.068 2.130
H -2.449 5.862 5.544
H 5.266 2.692 1.696
H 5.564 0.350 -0.252
H 5.490 1.097 1.678
C -8.760 1.039 -1.761
H -1.479 1.977 -0.035
H 1.394 -2.631 3.219
F -7.814 0.068 -3.710
H 2.841 1.592 -0.756
O -4.180 4.587 2.519
H 3.227 -3.200 1.885
C 8.974 -3.360 -2.952
O 4.674 -5.686 2.405
F 3.995 -7.532 -0.175
H 4.389 -3.131 -0.005
H -8.101 0.668 -6.057
O 1.041 2.184 0.008
N 2.792 -2.298 1.684
H -4.087 1.636 0.953
H -2.484 6.523 2.559
H -9.027 4.148 0.776
H 9.559 -4.257 -3.149
C -2.213 6.720 3.596
H 3.436 0.112 -1.574
H -7.130 1.263 -7.405
F -8.679 -1.281 -2.271
C 9.442 -2.660 -1.693
H -9.315 2.409 0.672
H -7.671 3.003 0.793
O -6.883 3.678 -8.256
C -7.457 2.710 -5.828
F 8.524 -5.594 1.018
H -2.636 7.690 3.859
C -8.012 -0.138 -2.397
H 7.772 -6.603 4.633
```

These are the Mulliken partial charges, in e, on atoms 1 to 99: atom 1 (C): -1.043, atom 2 (F): -0.275, atom 3 (C): 0.910, atom 4 (H): 0.348, atom 5 (C): -1.420, atom 6 (H): 0.390, atom 7 (H): 0.282, atom 8 (H): 0.377, atom 9 (H): 0.322, atom 10 (C): -1.057, atom 11 (F): -0.238, atom 12 (C): 0.302, atom 13 (H): 0.351, atom 14 (H): 0.325, atom 15 (O): -0.453, atom 16 (H): 0.328, atom 17 (H): 0.300, atom 18 (C): -0.507, atom 19 (F): -0.250, atom 20 (C): 0.948, atom 21 (C): 0.339, atom 22 (H): 0.342, atom 23 (C): 0.011, atom 24 (C): 0.285, atom 25 (O): -0.301, atom 26 (F): -0.252, atom 27 (H): 0.273, atom 28 (H): 0.338, atom 29 (H): 0.345, atom 30 (C): 0.081, atom 31 (C): -0.116, atom 32 (F): -0.257, atom 33 (I): 0.028, atom 34 (C): 0.602, atom 35 (H): 0.388, atom 36 (N): -0.525, atom 37 (C): 0.905, atom 38 (H): 0.278, atom 39 (C): 0.101, atom 40 (O): -0.249, atom 41 (F): -0.252, atom 42 (F): -0.239, atom 43 (C): 0.364, atom 44 (C): -1.222, atom 45 (O): -0.319, atom 46 (O): -0.232, atom 47 (H): 0.060, atom 48 (C): 0.237, atom 49 (C): -1.145, atom 50 (O): -0.494, atom 51 (F): -0.241, atom 52 (F): -0.275, atom 53 (O): -0.315, atom 54 (C): 0.464, atom 55 (O): -0.508, atom 56 (C): -0.258, atom 57 (C): 0.482, atom 58 (O): -0.344, atom 59 (H): 0.231, atom 60 (C): -1.228, atom 61 (C): 0.974, atom 62 (C): 0.407, atom 63 (F): -0.220, atom 64 (S): -0.297, atom 65 (C): 0.868, atom 66 (H): 0.332, atom 67 (F): -0.249, atom 68 (C): -0.302, atom 69 (H): 0.389, atom 70 (H): 0.146, atom 71 (C): -1.896, atom 72 (H): 0.410, atom 73 (H): 0.319, atom 74 (H): 0.429, atom 75 (H): 0.556, atom 76 (H): 0.253, atom 77 (C): 0.334, atom 78 (H): 0.414, atom 79 (H): 0.468, atom 80 (F): -0.220, atom 81 (H): 0.470, atom 82 (O): -0.540, atom 83 (H): 0.023, atom 84 (C): -1.126, atom 85 (O): -0.562, atom 86 (F): -0.256, atom 87 (H): 0.457, atom 88 (H): 0.326, atom 89 (O): -0.560, atom 90 (N): 0.246, atom 91 (H): 0.263, atom 92 (H): 0.307, atom 93 (H): 0.363, atom 94 (H): 0.340, atom 95 (C): -1.137, atom 96 (H): 0.598, atom 97 (H): 0.412, atom 98 (F): -0.249, atom 99 (C): -0.216